#i
Computed, not measured: a cluster of 2 separate species, C2H7OS in total, with ωB97M-V with the def2-TZVPD basis set.

Values from the calculation:
HOMO (spin up / spin down)   -0.3328 / -0.3332 Ha
2S+1   2
Gap between HOMO and LUMO (spin up / spin down)   9.951 / 7.347 eV
Net charge   0
⟨S²⟩   0.754

Element x y z (Å)
C1 -1.39 -0.70 0.04
S1 -2.36 0.80 -0.22
H1 -1.08 -1.05 -0.94
H2 -1.99 -1.41 0.58
H3 -0.47 -0.42 0.56
H4 -1.89 1.43 0.86
C2 1.86 0.27 -0.18
O1 1.39 -0.89 0.34
H5 2.44 0.22 -1.11
H6 2.46 0.81 0.57
H7 1.03 0.94 -0.48



#ii
Computed, not measured: a cluster of 2 separate species, C2H7OS in total, with ωB97M-V with the def2-TZVPD basis set.

Values from the calculation:
HOMO (spin up / spin down)   -0.2888 / -0.3775 Ha
2S+1   2
Gap between HOMO and LUMO (spin up / spin down)   8.690 / 10.006 eV
Net charge   0
⟨S²⟩   0.755

Element x y z (Å)
O1 1.78 0.00 1.34
H1 1.74 -0.97 1.36
C1 -1.28 0.61 1.02
C2 -0.57 -0.49 0.28
S1 -0.08 -0.17 -1.41
H2 -2.35 0.54 0.82
H3 -0.87 1.53 0.58
H4 -1.16 0.67 2.10
H5 0.97 0.07 0.74
H6 -0.74 -1.55 0.42
H7 0.02 1.17 -1.49



Energies relative to the most stable structure, in eV: #i 0.657; #ii 0.000.



#i
Computed, not measured: a structure of composition C5H12NS, with ωB97M-V with the def2-TZVPD basis set.

Values from the calculation:
HOMO (spin up / spin down)   -0.4756 / -0.4756 Ha
Gap between HOMO and LUMO (spin up / spin down)   8.097 / 8.097 eV
Net charge   +1

Element x y z (Å)
C1 1.81 -1.51 1.48
C2 -0.63 1.38 0.93
C3 2.62 -2.61 0.89
C4 -0.43 1.99 -1.47
C5 -2.17 0.33 -0.72
N1 -1.30 1.48 -0.37
S1 0.57 -0.73 0.65
H1 1.95 -1.19 2.56
H2 -1.41 0.71 1.55
H3 3.61 -2.41 1.20
H4 2.64 -2.79 -0.20
H5 2.36 -3.61 1.31
H6 -0.24 3.07 -1.30
H7 0.59 1.50 -1.57
H8 -1.01 2.15 -2.37
H9 -2.47 -0.11 0.24
H10 -2.89 0.61 -1.48
H11 -1.62 -0.56 -1.14
H12 -1.98 2.30 -0.19



#ii
Computed, not measured: a structure of composition C5H12NS, with ωB97M-V with the def2-TZVPD basis set.

Values from the calculation:
HOMO   -0.4880 Ha
Gap between HOMO and LUMO   9.850 eV
Net charge   +1

Element x y z (Å)
C1 0.16 -0.11 -0.65
C2 -1.60 0.62 -0.59
C3 1.89 -1.62 0.45
C4 0.17 2.08 0.43
C5 0.53 -1.50 -0.26
N1 -0.46 0.78 0.28
S1 -2.85 -0.54 0.15
H1 0.80 0.58 -1.20
H2 -1.95 1.44 -1.22
H3 2.60 -1.18 -0.25
H4 2.06 -2.73 0.73
H5 1.73 -0.93 1.28
H6 -0.39 2.95 0.89
H7 1.08 2.03 0.91
H8 0.38 2.31 -0.55
H9 -0.38 -1.80 0.37
H10 0.69 -2.04 -1.13
H11 -0.67 0.25 1.21
H12 -3.78 -0.59 -0.85



Energies relative to the most stable structure, in eV: #i 2.050; #ii 0.000.